1.
15
Properties=species:S:1:pos:R:3:forces:R:3:mulliken_spin:R:1 method="wB97M-V/def2-TZVPD" charge=+1 orbital_gap_ev="7.780 / 6.541" spin_multiplicity=3 lumo_energy_ev="-3.5 / -8.1"
C 1.7546 -0.5716 -0.6791 -0.4 1.4 1.3 0.48
C 0.5096 -0.3379 -1.4729 -0.2 -4.2 0.6 -0.01
C 0.5519 0.8851 0.4303 5.3 -0.6 4.0 0.43
N 1.7260 0.1700 0.4262 -1.6 0.9 0.4 -0.12
N -0.0982 0.6518 -0.7080 -6.6 3.2 -2.5 0.47
N -1.3946 1.2226 -0.8591 2.1 -0.8 -2.3 0.40
S 0.1537 2.1618 1.4878 -1.0 0.1 -0.2 0.22
H 2.5082 -1.3010 -0.8756 0.3 -0.2 -0.2 0.02
H 0.7602 -0.0129 -2.4211 -0.2 0.3 -2.5 0.04
H -0.0559 -1.3444 -1.3749 0.2 1.5 -0.9 0.06
H -1.0249 -0.8220 1.9618 0.1 0.0 -0.1 -0.01
H -1.7371 1.1546 -1.8671 0.5 -0.2 1.8 0.00
H -1.5357 2.2031 -0.5094 0.6 -1.3 0.0 0.00
H -1.3449 -0.9214 2.6195 -0.1 0.0 0.1 0.01
H 1.3452 2.1907 2.0240 0.9 0.0 0.4 0.00



2.
16
Properties=species:S:1:pos:R:3:forces:R:3:mulliken_charge:R:1 method="wB97M-V/def2-TZVPD" charge=+1 orbital_gap_ev=10.020 lumo_energy_ev=-3.5 smiles="[NH2+]=C1N(S)CCN1S"
C -0.0418 -0.7406 -0.1078 2.2 -5.3 -1.1 0.61
C -0.7082 1.3634 0.3671 3.4 -2.0 1.6 -0.41
C 0.7733 1.3838 -0.1080 0.1 2.3 -0.3 -0.59
N -1.1048 -0.0217 0.0057 -2.7 1.7 0.6 -0.19
N 1.1118 0.0166 -0.1206 -1.6 -2.8 0.1 -0.03
N -0.1463 -2.1938 -0.1888 -0.2 3.5 -0.3 -0.42
S -2.8205 -0.4998 -0.0758 1.8 0.2 -1.3 -0.10
S 2.6390 -0.5832 0.1584 0.7 -1.1 1.4 -0.12
H -0.5456 1.4042 1.4867 -1.5 0.5 -1.1 0.33
H -1.2078 2.0481 -0.2048 -1.9 1.9 -0.5 0.38
H 0.9161 1.7464 -1.1496 -0.2 0.3 0.7 0.32
H 1.4353 1.9647 0.5931 -0.7 -0.6 -0.8 0.33
H -1.1684 -2.4391 -0.2982 1.9 -0.1 0.0 0.23
H 0.6006 -2.7566 -0.6664 -1.2 1.1 0.7 0.28
H -3.0558 -0.4991 1.2056 0.0 0.0 1.3 0.21
H 3.3233 -0.1932 -0.8966 -0.1 0.3 -1.0 0.18



Here are the calculated calculated total energy numbers, same order: -681.0973; -1079.4646 (Eh).
Here are the calculated energy above the lowest of the compared OMol25 structures with the same formula, charge and spin numbers, same order: 51.5; 31.0 (kcal per mole).